Molecular formula: C4H13N3O
Method: DFT, the ωB97M-V functional and the def2-TZVPD basis

Structure (XYZ):
```
21
Properties=species:S:1:pos:R:3:forces:R:3:mulliken_charge:R:1
C 0.749 1.959 1.141 -0.4919 0.7310 -0.7654 -0.709
C -0.001 2.197 -0.020 0.7123 0.7913 1.1065 -0.445
H 0.515 2.637 -0.871 0.0548 -0.3811 -0.1240 0.247
H 1.827 2.052 1.126 0.0297 -0.2177 -0.0683 0.300
H 0.286 2.046 2.116 -0.0742 -0.2023 0.0005 0.291
H 0.644 0.231 0.998 -0.2056 -0.8712 -0.3553 -0.175
H -0.319 0.956 -0.538 -0.2317 -1.4854 -0.3579 0.167
H -0.995 2.622 0.097 -0.1404 -0.3808 -0.0092 0.246
C 0.368 -0.810 0.478 0.3443 0.5592 0.4834 0.458
C -0.403 -0.457 -0.737 0.2434 1.6655 0.3172 0.344
N -0.412 -1.521 1.452 0.0722 -0.0005 0.0389 -0.597
N 0.218 -0.772 -1.975 -0.0321 -0.1755 -0.1312 -0.683
N -1.811 -0.671 -0.793 -0.1797 -0.0424 -0.1694 -0.654
O 1.664 -1.343 0.198 -0.2387 -0.0710 -0.0641 -0.625
H 1.548 -2.093 -0.404 0.0315 0.0922 0.0199 0.381
H -0.552 -2.493 1.192 -0.0294 0.0795 0.0105 0.227
H 0.032 -1.491 2.362 0.0259 -0.0447 -0.0646 0.215
H -2.215 -0.611 0.134 0.0734 -0.0845 -0.0785 0.308
H 1.180 -0.464 -2.010 -0.0291 -0.0224 0.0250 0.224
H -0.301 -0.390 -2.756 0.0369 0.0502 0.0978 0.245
H -2.023 -1.583 -1.189 0.0285 0.0105 0.0881 0.234
```
Forces are in eV/Å.

Computed properties:
**E_LUMO**: 0.90 eV
**Frontier orbital gap**: 8.070 eV
**M**: 119.2 g mol⁻¹
**Total charge**: 0
**Spin multiplicity**: 1
**HOMO**: -7.17 eV



Molecular formula: C4H13N3S
Method: DFT, the ωB97M-V functional and the def2-TZVPD basis

Structure (XYZ):
```
21
Properties=species:S:1:pos:R:3:forces:R:3:mulliken_charge:R:1
C 2.712 -0.248 -0.521 0.0093 0.5852 0.3491 -0.733
C 1.231 -0.122 -0.138 -0.0778 -0.1530 0.2438 -0.262
S 0.067 -0.427 -1.510 0.1534 0.0646 0.1872 -0.565
N 3.227 0.907 -1.262 -0.0972 -0.3880 -0.4095 -0.663
H 2.872 -1.160 -1.095 0.0085 0.0282 -0.0253 0.323
H 3.307 -0.299 0.400 0.0072 -0.2008 -0.0259 0.380
H 1.123 0.920 0.223 -0.0603 0.0293 0.0643 -0.012
H 1.078 -0.774 0.749 -0.2256 -0.0299 -0.3171 0.220
H 3.039 1.744 -0.728 0.0206 0.1443 0.1214 0.212
H 2.669 1.000 -2.107 0.0168 -0.0130 -0.0605 0.294
C -2.347 -0.447 1.206 -0.2529 -0.1050 -0.3907 -0.174
C -1.712 0.732 1.071 -0.4009 -0.0495 0.1328 -0.613
N -0.954 1.230 2.237 0.1073 0.4324 -0.4900 -0.238
N -2.644 -1.240 0.154 -0.1077 0.3448 -0.0732 -0.389
H -2.751 -0.748 2.171 0.5003 -0.2809 0.1525 0.293
H -1.466 1.197 0.130 0.4256 -0.1970 -0.0400 0.522
H -0.878 2.247 2.219 -0.0681 0.0601 0.0281 0.373
H -1.372 0.969 3.130 0.1565 -0.2241 -0.0213 0.354
H 0.005 0.866 2.131 -0.1141 -0.0172 0.3598 0.321
H -2.023 -1.095 -0.658 0.2205 -0.0023 0.0828 0.114
H -2.883 -2.196 0.335 -0.2216 -0.0281 0.1316 0.246
```
Forces are in eV/Å.

Computed properties:
**E_LUMO**: -0.61 eV
**Frontier orbital gap**: 5.613 eV
**M**: 135.2 g mol⁻¹
**Total charge**: 0
**Spin multiplicity**: 1
**HOMO**: -6.22 eV



Molecular formula: C4H13N4
Method: DFT, the ωB97M-V functional and the def2-TZVPD basis

Structure (XYZ):
```
21
Properties=species:S:1:pos:R:3:forces:R:3:mulliken_charge:R:1
C 1.985 -0.101 -0.289 -0.1986 1.6363 0.9836 0.062
C -2.224 0.114 -1.151 -1.4056 0.1227 -2.3304 -1.404
C -1.506 -0.903 1.049 0.1632 -0.3612 1.3204 -1.149
C -1.058 -0.347 -0.286 0.6438 -1.1851 -1.0655 0.552
N 2.420 -1.197 0.274 3.4471 -0.2361 -1.1913 -0.281
N 2.888 0.910 -0.498 -2.3836 0.1037 -1.9124 -0.412
N -0.186 0.817 -0.228 0.9875 0.9397 1.0322 -0.025
N -0.259 1.520 0.844 -3.3861 -4.5881 0.2759 -0.162
H -2.697 -0.786 -1.681 0.6364 1.2206 0.9227 0.351
H -3.039 0.692 -0.677 0.5150 -0.5166 0.4073 0.293
H -1.909 0.810 -1.987 0.0620 -0.9605 0.8710 0.411
H -2.406 -1.579 0.868 1.2888 0.9380 0.6534 0.377
H -1.788 -0.017 1.690 -0.7755 -1.3486 -0.4470 0.325
H -0.690 -1.395 1.705 -1.2368 0.4099 -1.4362 0.295
H -0.480 -1.092 -0.927 -0.7310 0.9280 1.0663 0.337
H 3.472 -1.432 0.104 -2.3618 0.1046 1.0130 0.238
H 3.869 0.761 -0.659 0.5083 -0.2837 0.2716 0.241
H 2.506 1.631 -1.165 0.6812 -1.0073 1.1639 0.285
H -0.925 1.179 1.670 2.3565 1.3808 -1.9215 0.208
H 1.808 -1.922 0.578 -0.1797 -0.4097 -0.1310 0.237
H 0.220 2.336 0.765 1.3691 3.1125 0.4542 0.221
```
Forces are in eV/Å.

Computed properties:
**E_LUMO**: -4.33 eV
**Frontier orbital gap**: 8.149 eV
**M**: 117.2 g mol⁻¹
**Total charge**: +1
**Spin multiplicity**: 1
**HOMO**: -12.47 eV



Molecular formula: C4H13N4O
Method: DFT, the ωB97M-V functional and the def2-TZVPD basis

Structure (XYZ):
```
22
Properties=species:S:1:pos:R:3:forces:R:3:mulliken_charge:R:1
C -0.467 -0.605 -3.551 -0.5425 0.3223 -0.5515 -1.067
C -0.021 -0.644 -2.138 1.1091 2.6782 0.4014 0.851
O -0.581 0.076 -1.276 -0.1566 -1.2402 -0.5320 -0.826
N 1.108 -1.284 -1.800 0.9554 -1.2501 0.5752 -0.354
H -1.001 -1.565 -3.595 0.0918 0.2961 -1.2284 0.292
H 0.235 -0.310 -4.341 0.8785 -1.5534 0.3968 0.367
H 1.347 -1.437 -0.829 -0.4434 0.4416 0.0780 0.199
H 1.780 -1.808 -2.352 -0.8848 0.3084 -0.7707 0.209
H -1.089 0.257 -3.801 -0.9574 -0.3354 1.1572 0.308
C 1.529 1.513 1.287 0.2285 -0.9962 0.1146 -1.105
C -0.458 0.228 1.855 -0.1673 -0.4584 1.1412 0.530
N -1.597 -0.248 1.368 1.5183 0.1797 -1.3700 -0.262
N 0.663 0.311 1.096 -0.7411 1.0379 -1.3256 -0.335
N -0.373 0.493 3.162 0.4828 0.6258 0.3822 -0.350
H -1.477 -0.431 0.371 -1.0356 0.1078 -0.0058 0.265
H -2.479 -0.252 1.838 -0.1025 -0.1542 0.2055 0.211
H 0.427 0.231 0.061 -0.2274 -0.1091 1.3402 0.550
H 0.530 0.700 3.549 0.1326 0.1287 -0.0607 0.201
H -1.135 0.706 3.788 -0.2343 -0.3020 -0.4304 0.221
H 0.992 2.460 1.324 -0.1412 -0.1836 0.2930 0.322
H 2.207 1.565 0.442 0.0263 -0.1260 -0.1317 0.367
H 2.142 1.300 2.151 0.2110 0.5820 0.3213 0.406
```
Forces are in eV/Å.

Computed properties:
**E_LUMO**: -2.56 eV
**Frontier orbital gap**: 11.346 eV
**M**: 133.2 g mol⁻¹
**Total charge**: +1
**Spin multiplicity**: 1
**HOMO**: -13.90 eV



Molecular formula: C4H13N5
Method: DFT, the ωB97M-V functional and the def2-TZVPD basis

Structure (XYZ):
```
22
Properties=species:S:1:pos:R:3:forces:R:3:mulliken_charge:R:1
C 1.614 -0.524 1.262 1.3747 -0.7367 -1.2601 -1.172
C 1.611 -0.951 -0.182 -0.5241 1.5073 -1.3937 -0.388
C -0.405 0.142 -0.972 2.1085 -0.5246 -2.1212 -1.290
C -0.845 0.712 0.310 -2.5491 -4.3441 -4.1742 0.566
H 2.611 -0.739 1.691 -0.9290 0.0844 0.3136 0.359
H 0.702 -0.833 1.693 -0.4528 -1.1991 1.1641 0.381
H 1.446 0.466 1.130 0.1885 3.5644 0.7985 0.299
H 2.363 -0.354 -0.849 -1.6876 -0.2360 0.7960 0.262
H 2.042 -1.842 -0.187 1.7865 -4.2916 -0.3211 0.496
H 0.047 -1.668 -1.622 1.7120 0.6876 3.0868 0.291
H 0.300 0.822 -1.627 -1.4056 -1.9060 1.2441 0.294
H -1.247 0.012 -1.694 0.4185 0.1796 0.5736 0.295
H -2.065 0.610 1.566 -2.2253 -1.5126 -0.1247 0.338
H -2.117 -1.110 -1.195 -2.8873 0.1471 4.9064 0.380
H -2.548 -2.110 1.040 -1.3360 2.8662 -3.8710 0.271
H 0.461 3.361 -0.049 -0.3748 -0.7129 -0.2883 0.306
H 1.025 1.873 -0.741 -2.9184 2.3825 1.2639 0.208
N 0.221 -1.174 -0.622 -0.9341 0.1397 -4.4956 -0.320
N -1.825 -0.136 0.878 1.0875 2.1659 1.3325 -0.132
N -2.891 -0.899 0.008 4.9831 -2.3787 1.2630 -0.497
N -0.569 1.872 0.573 -1.8006 1.5144 3.7218 -0.494
N 0.069 2.469 -0.410 6.3653 2.6031 -2.4145 -0.455
```
Forces are in eV/Å.

Computed properties:
**E_LUMO**: -0.05 eV
**Frontier orbital gap**: 7.729 eV
**M**: 131.2 g mol⁻¹
**Total charge**: 0
**Spin multiplicity**: 1
**HOMO**: -7.78 eV



Molecular formula: C4H13N5
Method: DFT, the ωB97M-V functional and the def2-TZVPD basis

Structure (XYZ):
```
22
Properties=species:S:1:pos:R:3:forces:R:3:mulliken_charge:R:1
H -0.001 -1.621 -1.475 -0.0892 -0.1565 0.1763 0.253
N -0.983 -1.394 -1.651 0.4717 0.6108 -0.0848 -0.789
C -1.458 -0.595 -0.791 1.3297 -0.7027 1.3350 0.826
C -2.883 -0.152 -0.978 0.1252 0.4210 0.7179 -1.249
C -0.688 -0.304 0.710 -3.5730 -0.4735 -1.2150 0.599
N -0.193 -1.465 1.237 0.1401 -0.7125 0.1655 -0.460
N -1.106 0.603 1.505 0.9345 0.3233 -0.0800 -0.913
H -1.531 1.405 1.053 -0.3281 -0.3220 -0.2108 0.252
H -2.937 0.935 -1.059 -0.0536 0.0621 0.0162 0.282
H -3.325 -0.598 -1.868 0.2878 -0.0330 0.0249 0.362
H -3.468 -0.435 -0.101 -0.0181 0.0482 -0.0062 0.306
H 0.046 -1.413 2.215 0.0363 0.2158 0.0039 0.261
H 0.454 -2.019 0.700 -0.1318 0.1333 -0.1646 0.227
C 1.724 1.559 0.592 0.0040 -0.2366 -0.3893 -0.973
N 1.401 0.341 -0.151 0.2201 0.9044 -0.9231 -0.009
N 2.541 -0.415 -0.567 -0.2349 0.2022 -0.2359 -0.760
H 2.165 1.270 1.548 -0.1281 0.1430 0.0580 0.311
H 0.797 2.108 0.745 0.0998 0.0011 0.2627 0.314
H 2.427 2.212 0.062 0.0906 -0.0349 -0.0522 0.375
H 0.789 0.572 -0.961 1.1536 -0.3995 0.5800 0.292
H 3.002 -0.779 0.264 -0.2560 0.0293 -0.0373 0.247
H 3.228 0.184 -1.029 -0.0808 -0.0235 0.0590 0.248
```
Forces are in eV/Å.

Computed properties:
**E_LUMO**: 0.80 eV
**Frontier orbital gap**: 9.634 eV
**M**: 131.2 g mol⁻¹
**Total charge**: 0
**Spin multiplicity**: 1
**SMILES**: [H]/N=C(C)\C(N)=N/[H].CNN
**HOMO**: -8.83 eV